1.
{"formula": "C31H34N3O3S", "method": "the ωB97M-V functional and the def2-TZVPD basis", "symbols": ["C", "C", "C", "C", "C", "C", "N", "C", "C", "C", "C", "C", "C", "C", "C", "C", "C", "O", "N", "C", "C", "C", "C", "C", "C", "H", "H", "H", "H", "H", "H", "H", "H", "H", "H", "H", "H", "H", "H", "H", "H", "H", "H", "H", "H", "H", "H", "H", "C", "S", "C", "C", "C", "C", "C", "C", "N", "O", "O", "C", "C", "H", "H", "H", "H", "H", "H", "H", "H", "H", "H", "H"], "positions_angstrom": [[1.390, 1.406, 6.431], [0.672, 0.475, 5.501], [-0.719, 0.525, 5.413], [-1.424, -0.336, 4.570], [-2.915, -0.254, 4.492], [-0.700, -1.256, 3.805], [-1.391, -2.177, 2.958], [-2.085, -1.874, 1.814], [-1.929, -0.635, 1.081], [-2.997, -0.337, 0.115], [-2.717, 0.319, -1.074], [-3.874, 0.592, -1.938], [-3.907, 1.576, -2.976], [-5.005, 1.662, -3.847], [-6.146, 0.894, -3.604], [-6.213, 0.071, -2.482], [-5.100, -0.078, -1.658], [-0.969, 0.124, 1.295], [-2.595, -3.033, 1.347], [-3.386, -3.210, 0.144], [-2.260, -4.071, 2.218], [-1.497, -3.551, 3.191], [0.696, -1.309, 3.850], [1.455, -2.229, 2.952], [1.372, -0.441, 4.714], [2.465, 1.210, 6.413], [1.223, 2.452, 6.144], [1.034, 1.291, 7.463], [-1.269, 1.246, 6.021], [-3.370, -1.254, 4.479], [-3.302, 0.286, 5.370], [-3.254, 0.310, 3.607], [-3.997, -0.491, 0.569], [-1.706, 1.097, -0.508], [-3.082, 2.296, -3.056], [-4.964, 2.361, -4.676], [-7.014, 0.983, -4.263], [-7.123, -0.434, -2.210], [-5.217, -0.695, -0.760], [-3.373, -4.283, -0.076], [-4.428, -2.884, 0.297], [-2.969, -2.665, -0.713], [-2.535, -5.096, 2.030], [-1.006, -4.031, 4.020], [2.531, -2.078, 3.102], [1.237, -3.284, 3.161], [1.237, -2.025, 1.893], [2.463, -0.475, 4.775], [1.534, 1.835, -2.070], [0.374, 1.124, -0.897], [-0.022, 2.616, 0.049], [-1.221, 0.930, -1.797], [-0.985, -0.112, -2.886], [-1.463, 0.125, -4.211], [-1.257, -0.780, -5.241], [-0.405, -1.873, -5.043], [-0.308, -2.877, -6.052], [0.496, -3.821, -5.866], [-1.018, -2.796, -7.085], [0.337, -1.949, -3.848], [0.072, -1.061, -2.804], [1.935, 1.054, -2.717], [1.062, 2.626, -2.655], [2.366, 2.237, -1.472], [-0.763, 2.357, 0.815], [0.911, 2.917, 0.541], [-0.375, 3.406, -0.627], [-1.536, 1.927, -2.209], [-2.115, 0.974, -4.402], [-1.779, -0.685, -6.186], [1.064, -2.748, -3.754], [0.635, -1.214, -1.878]], "forces_ev_per_a": [[0.2, 0.2, 0.2], [-0.2, -0.1, -0.1], [0.1, -0.3, -0.3], [0.3, 0.0, 0.0], [-0.5, 0.2, 0.2], [0.5, 0.5, 0.5], [-0.6, -0.8, -0.8], [0.9, -0.4, 1.3], [-4.4, 0.3, -1.9], [3.0, -2.9, 3.6], [0.9, 2.3, -0.5], [-0.9, 2.2, -0.4], [-0.4, -0.8, 0.4], [0.4, -0.1, 0.8], [-0.2, 0.1, -0.3], [0.9, 0.4, -0.1], [0.2, 0.0, -0.2], [2.4, 0.8, -0.6], [-0.1, 0.0, 0.5], [-0.5, -0.5, -0.4], [0.0, 0.2, -0.5], [0.2, 0.8, 0.1], [-0.1, 0.3, 0.2], [0.5, -0.2, -0.2], [-0.3, 0.0, 0.0], [-0.1, 0.1, 0.1], [0.0, -0.2, 0.1], [0.1, 0.0, -0.2], [0.1, -0.2, -0.1], [0.0, 0.3, -0.1], [0.1, -0.2, -0.3], [0.2, -0.3, 0.2], [0.8, -0.2, -1.1], [-2.6, 0.5, 0.2], [-0.5, -0.4, -0.3], [-0.1, 0.0, 0.1], [0.3, 0.0, 0.2], [-0.2, -0.1, -0.1], [0.1, 0.2, -0.7], [-0.1, 0.2, 0.0], [0.4, -0.2, -0.1], [0.0, 0.0, 0.5], [-0.1, 0.1, 0.0], [-0.1, 0.1, 0.1], [-0.2, -0.1, -0.1], [0.1, 0.2, -0.2], [-0.1, -0.1, 0.3], [-0.3, 0.0, -0.1], [0.0, 0.2, -0.4], [0.6, 0.6, 1.4], [0.3, 0.2, 0.2], [-1.6, -1.8, -1.4], [2.4, 0.9, -1.8], [-0.7, -0.1, 0.9], [0.2, -0.6, 0.2], [-0.3, 1.6, 1.4], [0.6, -2.7, -2.6], [-1.5, 1.9, -0.1], [1.3, 0.2, 2.4], [-0.6, -0.3, -0.5], [-0.8, -0.6, 0.2], [-0.2, 0.0, 0.1], [0.1, -0.1, 0.0], [-0.4, -0.1, -0.1], [0.3, -0.1, -0.3], [-0.3, 0.0, -0.1], [0.1, -0.3, 0.2], [0.5, -1.1, 0.4], [0.2, -0.3, 0.0], [0.2, 0.1, 0.1], [0.0, 0.2, 0.1], [-0.2, 0.1, -0.2]], "orbital_gap_ha": 0.1854, "energy_ha": -1989.2759, "charge": 1, "e_homo_ev": -8.4, "largest_force_ha_per_bohr": 0.1074}

---

2.
{"formula": "C31H34N5", "method": "the ωB97M-V functional and the def2-TZVPD basis", "symbols": ["C", "C", "C", "C", "C", "C", "N", "C", "C", "C", "C", "C", "N", "N", "N", "C", "C", "H", "H", "H", "H", "H", "H", "H", "H", "H", "H", "H", "H", "H", "H", "H", "H", "C", "C", "N", "C", "C", "C", "C", "C", "C", "C", "C", "C", "C", "C", "C", "C", "C", "C", "C", "H", "H", "H", "H", "H", "H", "H", "H", "H", "H", "H", "H", "H", "H", "H", "H", "H", "H"], "positions_angstrom": [[6.398, -2.498, -1.427], [5.533, -3.542, -1.683], [4.211, -3.294, -1.984], [3.729, -1.987, -2.030], [2.330, -1.691, -2.346], [1.361, -2.580, -2.749], [0.272, -1.791, -2.972], [-1.075, -2.261, -3.301], [-1.854, -2.542, -2.027], [-3.242, -3.163, -2.286], [-4.163, -2.561, -1.211], [-3.488, -1.250, -0.769], [-2.098, -1.278, -1.276], [0.559, -0.521, -2.664], [1.776, -0.446, -2.300], [4.615, -0.943, -1.776], [5.935, -1.198, -1.478], [7.432, -2.696, -1.194], [5.891, -4.558, -1.651], [3.545, -4.116, -2.185], [1.423, -3.649, -2.856], [-1.585, -1.493, -3.886], [-1.002, -3.156, -3.923], [-1.262, -3.224, -1.396], [-3.578, -2.899, -3.294], [-3.201, -4.257, -2.242], [-5.180, -2.393, -1.585], [-4.252, -3.245, -0.360], [-3.983, -0.373, -1.200], [-3.512, -1.125, 0.320], [-1.393, -1.121, -0.550], [4.251, 0.070, -1.820], [6.608, -0.380, -1.289], [-0.081, 2.614, -2.044], [-0.792, 2.847, -0.770], [-1.882, 3.663, -0.634], [-2.569, 4.345, -1.722], [-2.336, 3.631, 0.695], [-1.486, 2.776, 1.417], [-1.792, 2.471, 2.748], [-2.893, 3.047, 3.335], [-3.732, 3.894, 2.610], [-3.468, 4.189, 1.295], [-0.493, 2.268, 0.483], [0.449, 1.238, 0.699], [0.912, 0.784, 1.973], [1.054, 1.649, 3.079], [1.353, 1.159, 4.327], [1.570, -0.201, 4.524], [1.836, -0.733, 5.886], [1.517, -1.054, 3.425], [1.205, -0.580, 2.174], [0.817, 2.011, -1.900], [-0.726, 2.096, -2.754], [0.223, 3.562, -2.491], [-3.473, 4.832, -1.366], [-1.921, 5.098, -2.163], [-2.847, 3.628, -2.490], [-1.202, 1.758, 3.295], [-3.115, 2.835, 4.367], [-4.610, 4.301, 3.081], [-4.131, 4.815, 0.728], [0.754, 0.662, -0.161], [0.908, 2.707, 2.937], [1.403, 1.829, 5.170], [2.002, -1.809, 5.865], [2.722, -0.269, 6.316], [0.994, -0.538, 6.550], [1.704, -2.105, 3.568], [1.125, -1.261, 1.343]], "forces_ev_per_a": [[0.3, 0.0, 0.1], [0.0, -0.2, 0.0], [-0.3, 0.3, 0.0], [0.3, 0.2, 0.1], [0.1, -0.6, 0.1], [0.1, 1.0, 0.1], [0.3, -0.8, 0.1], [0.0, 0.3, 0.1], [-0.2, 0.2, 0.8], [0.2, 0.2, -0.1], [0.0, -0.1, 0.1], [0.2, 0.3, -0.1], [0.1, -0.5, 0.0], [-1.7, 0.0, -0.7], [1.1, -0.2, 0.3], [-0.3, 0.0, 0.0], [0.2, 0.1, 0.0], [0.1, 0.0, 0.0], [0.1, -0.2, 0.0], [-0.1, -0.2, 0.0], [-0.4, 0.1, -0.2], [0.1, 0.0, 0.1], [0.2, 0.1, 0.1], [0.0, 0.0, -0.2], [0.0, 0.1, 0.1], [0.0, 0.3, 0.0], [0.2, 0.0, 0.1], [0.1, 0.1, -0.1], [-0.1, -0.2, 0.1], [0.0, -0.1, -0.1], [-0.5, -0.2, -0.4], [-0.1, 0.2, 0.0], [0.1, 0.2, 0.0], [0.1, 0.2, -0.1], [-1.3, 0.7, -0.4], [1.1, -0.9, -0.2], [0.2, 0.0, -0.2], [0.1, -0.6, 0.9], [-0.4, 0.4, 0.5], [0.0, 0.0, -0.5], [-0.2, 0.1, 0.0], [0.1, -0.1, 0.3], [0.4, 0.0, -0.9], [1.1, -1.3, 0.9], [-1.3, 1.2, -0.3], [0.1, -0.2, 0.6], [-0.1, -0.1, -0.3], [0.1, 0.1, -0.2], [-0.1, -0.1, -0.2], [0.2, -0.3, 0.2], [0.0, 0.0, 0.1], [-0.1, 0.5, -0.3], [-0.2, 0.0, 0.0], [0.0, -0.1, 0.0], [0.0, 0.1, 0.0], [0.1, -0.1, 0.2], [0.1, 0.1, 0.0], [0.0, -0.1, 0.0], [0.0, 0.0, 0.1], [-0.1, -0.1, 0.2], [-0.1, 0.1, 0.1], [-0.2, 0.2, -0.1], [0.3, 0.0, -0.4], [0.0, 0.2, 0.0], [0.1, 0.2, 0.1], [0.0, 0.0, 0.0], [0.0, 0.1, 0.1], [0.0, 0.1, 0.0], [0.0, -0.2, 0.0], [0.1, -0.2, -0.2]], "orbital_gap_ha": 0.2240, "energy_ha": -1475.2336, "relative_energy_kcal_mol": 0.0, "charge": 1, "e_homo_ev": -10.5, "largest_force_ha_per_bohr": 0.0378}

---

3.
{"formula": "C31H34N6O2S2Zr", "method": "the ωB97M-V functional and the def2-TZVPD basis", "symbols": ["Zr", "C", "C", "C", "C", "C", "C", "C", "H", "H", "H", "H", "H", "H", "H", "H", "N", "C", "N", "C", "N", "N", "C", "N", "C", "C", "C", "C", "C", "N", "H", "H", "H", "H", "H", "H", "H", "H", "O", "S", "C", "C", "C", "C", "S", "O", "C", "C", "C", "C", "C", "C", "C", "C", "C", "C", "C", "C", "H", "H", "H", "H", "H", "H", "H", "H", "H", "H", "H", "H", "H", "H", "H", "H", "H", "H"], "positions_angstrom": [[-0.237, -1.134, 0.673], [-4.020, -2.065, 0.201], [-2.764, -2.384, 0.946], [-1.838, -3.321, 0.459], [-0.723, -3.702, 1.220], [-0.486, -3.110, 2.463], [-1.377, -2.141, 2.946], [-2.497, -1.787, 2.195], [-4.848, -2.598, 0.679], [-3.978, -2.392, -0.836], [-4.263, -1.002, 0.248], [-2.014, -3.795, -0.500], [-0.052, -4.465, 0.845], [0.348, -3.436, 3.072], [-1.207, -1.687, 3.915], [-3.203, -1.069, 2.596], [2.873, -2.439, 1.781], [2.747, -2.589, 0.454], [3.761, -3.135, -0.168], [3.658, -3.306, -1.491], [4.632, -3.884, -2.146], [2.556, -2.911, -2.211], [1.610, -2.368, -1.534], [1.589, -2.151, -0.173], [0.407, -1.919, -2.276], [0.255, -2.157, -3.626], [-0.891, -1.694, -4.263], [-1.839, -0.997, -3.525], [-1.624, -0.799, -2.177], [-0.523, -1.262, -1.547], [3.692, -2.850, 2.210], [2.123, -2.141, 2.376], [5.450, -4.217, -1.654], [4.558, -4.042, -3.141], [1.028, -2.694, -4.158], [-1.038, -1.872, -5.321], [-2.736, -0.609, -3.987], [-2.333, -0.251, -1.572], [-1.401, 0.523, 0.553], [-2.490, 1.443, 1.273], [-1.579, 2.282, 2.597], [-0.634, 3.423, 2.261], [0.712, 3.037, 1.653], [1.653, 2.323, 2.635], [2.278, 0.694, 2.207], [0.951, -0.166, 1.982], [3.006, 0.858, 0.618], [4.397, 0.837, 0.621], [5.073, 1.007, -0.582], [4.360, 1.161, -1.761], [2.965, 1.151, -1.755], [2.278, 1.010, -0.564], [-2.950, 2.656, 0.114], [-2.041, 3.340, -0.698], [-2.527, 4.323, -1.537], [-3.889, 4.631, -1.544], [-4.780, 3.946, -0.730], [-4.318, 2.936, 0.101], [-1.111, 1.462, 3.152], [-2.409, 2.643, 3.213], [-0.472, 3.971, 3.193], [-1.140, 4.129, 1.600], [1.205, 3.952, 1.326], [0.565, 2.447, 0.751], [1.230, 2.186, 3.634], [2.593, 2.866, 2.784], [4.950, 0.698, 1.543], [6.155, 1.014, -0.591], [4.890, 1.297, -2.695], [2.422, 1.284, -2.682], [1.191, 1.055, -0.570], [-0.984, 3.104, -0.682], [-1.850, 4.867, -2.182], [-4.254, 5.414, -2.195], [-5.834, 4.187, -0.748], [-5.009, 2.385, 0.729]], "forces_ev_per_a": [[-0.4, -0.1, 0.5], [0.0, 0.0, 0.0], [0.0, 0.0, 0.0], [0.0, 0.0, 0.0], [0.0, 0.0, 0.0], [0.0, 0.0, 0.0], [0.1, 0.0, 0.0], [0.1, 0.0, 0.0], [0.0, 0.0, 0.0], [0.0, 0.0, 0.0], [0.0, 0.0, 0.0], [0.0, 0.0, 0.0], [0.0, 0.0, 0.0], [0.0, 0.0, 0.0], [0.0, 0.0, 0.0], [0.0, 0.0, 0.0], [0.0, 0.0, 0.0], [0.0, 0.1, 0.0], [0.0, 0.0, 0.0], [0.0, -0.1, 0.0], [0.0, 0.0, 0.0], [0.0, 0.0, 0.0], [0.0, 0.0, 0.0], [-0.1, 0.0, 0.0], [0.0, 0.0, 0.0], [0.0, 0.0, 0.0], [0.0, 0.0, 0.0], [0.0, 0.0, 0.0], [0.0, 0.0, 0.0], [0.0, 0.1, 0.0], [0.0, 0.0, 0.0], [0.0, 0.0, 0.0], [0.0, 0.0, 0.0], [0.0, 0.0, 0.0], [0.0, 0.0, 0.0], [0.0, 0.0, 0.0], [0.0, 0.0, 0.0], [0.0, 0.0, 0.0], [0.2, 0.0, -0.1], [0.0, 0.0, -0.1], [0.0, 0.0, 0.0], [0.0, 0.0, 0.0], [0.1, 0.0, 0.0], [0.0, 0.0, 0.0], [0.0, 0.0, 0.1], [0.1, 0.0, -0.3], [0.0, 0.0, 0.0], [0.0, 0.0, 0.0], [0.0, 0.0, 0.0], [0.0, 0.0, 0.0], [0.0, 0.0, 0.0], [0.0, 0.0, 0.0], [0.0, 0.0, 0.0], [0.0, 0.0, 0.0], [0.0, 0.0, 0.0], [0.0, 0.0, 0.0], [0.0, 0.0, 0.0], [0.0, 0.0, 0.0], [0.0, 0.0, 0.0], [0.0, 0.0, 0.0], [0.0, 0.0, 0.0], [0.0, 0.0, 0.0], [0.0, 0.0, 0.0], [0.0, 0.0, 0.0], [0.0, 0.0, 0.0], [0.0, 0.0, 0.0], [0.0, 0.0, 0.0], [0.0, 0.0, 0.0], [0.0, 0.0, 0.0], [0.0, 0.0, 0.0], [0.0, 0.0, 0.0], [0.0, 0.0, 0.0], [0.0, 0.0, 0.0], [0.0, 0.0, 0.0], [0.0, 0.0, 0.0], [0.0, 0.0, 0.0]], "orbital_gap_ha": 0.2651, "energy_ha": -2522.9278, "relative_energy_kcal_mol": 0.8, "charge": 4, "e_homo_ev": -19.6, "largest_force_ha_per_bohr": 0.0124}